No. 1
Computed, not measured: 3 unconnected molecules or ions with the total composition C4H16NO2 in a non-equilibrium geometry, with wB97M-V/def2-TZVPD.

Geometry (Å):
C  2.37  -0.45  -0.78
C  0.91  -0.28  -0.92
N  0.21  0.14  0.33
C  -0.17  1.58  0.32
C  -0.67  2.04  1.69
H  2.76  -0.50  0.24
H  2.95  0.44  -1.16
H  2.79  -1.23  -1.45
H  0.70  0.46  -1.72
H  0.41  -1.18  -1.34
H  0.83  -0.05  1.12
H  -0.59  -0.48  0.56
H  -0.96  1.70  -0.42
H  0.66  2.19  -0.03
H  0.19  2.15  2.36
H  -1.12  3.02  1.56
H  -1.42  1.36  2.06
H  -2.33  -1.46  1.83
H  -1.22  -2.20  2.46
O  -1.39  -1.65  1.68
H  -2.42  -1.70  -2.83
H  -1.03  -2.36  -2.96
O  -1.47  -1.56  -2.60

## Properties
Maximum force in Eh/bohr: 0.026
Net charge: +2
Molecular weight in g mol⁻¹: 110.18
Spin multiplicity: 2
HOMO-LUMO gap (alpha / beta) in eV: 12.7602 / 4.0395
HOMO energy (alpha / beta) in eV: -19.530 / -19.374
LUMO level (alpha / beta) in eV: -6.77 / -15.33

natural (NBO) atomic charge list, values in e, 6 entries:
1. C -0.63
2. C -0.21
3. N -0.53
4. C -0.23
5. C -0.63
6. H 0.27



No. 2
Computed, not measured: C19H24N4O3 in the gas phase in a non-equilibrium geometry, with wB97M-V/def2-TZVPD.

Geometry (Å):
C  3.00  3.49  3.31
O  2.26  2.98  2.23
C  2.76  1.92  1.53
C  3.92  1.22  1.87
C  4.33  0.14  1.10
C  3.60  -0.25  0.00
C  2.45  0.44  -0.35
C  2.02  1.51  0.41
C  0.82  2.30  -0.02
O  0.85  3.02  -1.00
N  -0.29  2.16  0.75
C  -0.48  1.16  1.76
C  -1.37  0.04  1.22
N  -2.64  0.61  0.79
C  -3.62  -0.39  0.44
C  -3.26  -1.28  -0.70
N  -2.22  -1.23  -1.49
C  -2.40  -2.29  -2.33
C  -1.46  -2.63  -3.42
C  -0.19  -3.30  -2.93
C  0.47  -2.87  -1.65
C  -0.21  -4.20  -1.73
N  -3.49  -2.95  -2.07
O  -4.06  -2.31  -1.01
C  -2.44  1.61  -0.24
C  -1.54  2.73  0.30
H  2.44  4.34  3.67
H  3.09  2.75  4.12
H  4.00  3.81  3.00
H  4.51  1.52  2.72
H  5.23  -0.38  1.37
H  3.93  -1.09  -0.60
H  1.88  0.16  -1.22
H  0.48  0.75  2.07
H  -0.96  1.63  2.63
H  -1.57  -0.69  2.01
H  -0.85  -0.46  0.39
H  -3.81  -1.02  1.31
H  -4.56  0.11  0.19
H  -1.19  -1.70  -3.94
H  -1.97  -3.29  -4.12
H  0.46  -3.59  -3.74
H  1.55  -2.85  -1.62
H  0.00  -2.09  -1.08
H  0.39  -5.10  -1.74
H  -1.15  -4.33  -1.21
H  -3.41  2.03  -0.52
H  -1.96  1.18  -1.14
H  -1.32  3.46  -0.48
H  -2.03  3.22  1.15

## Properties
Maximum force in Eh/bohr: 0.024
Net charge: 0
Molecular weight in g mol⁻¹: 356.43
HOMO-LUMO gap in eV: 9.4163
HOMO energy in eV: -8.690
LUMO level in eV: 0.73
SMILES string: COc1ccccc1C(=O)N1CCN(Cc2nc(CC3CC3)no2)CC1

natural (NBO) atomic charge list, values in e, 6 entries:
1. C -0.25
2. O -0.51
3. C 0.39
4. C -0.32
5. C -0.18
6. C -0.24



No. 3
Computed, not measured: 2 unconnected molecules or ions with the total composition C4H11NO2S in a non-equilibrium geometry, with wB97M-V/def2-TZVPD.

Geometry (Å):
C  -1.09  1.04  0.51
C  -0.54  -0.34  0.15
C  0.95  -0.45  0.49
S  1.69  -2.10  0.77
N  -0.86  -0.63  -1.24
C  -0.93  -1.89  -1.76
O  -1.00  -2.90  -1.09
H  -1.39  1.60  -0.37
H  -0.43  1.64  1.13
H  -2.00  0.93  1.09
H  -1.06  -1.05  0.79
H  1.56  0.01  -0.28
H  1.14  0.09  1.42
H  0.91  -2.84  -0.03
H  -0.54  0.10  -1.86
H  -1.07  -1.89  -2.85
O  1.87  3.11  0.92
H  0.95  3.38  1.00
H  1.85  2.19  1.22

## Properties
Maximum force in Eh/bohr: 0.020
Net charge: 0
Molecular weight in g mol⁻¹: 137.20
HOMO-LUMO gap in eV: 9.5773
HOMO energy in eV: -9.044
LUMO level in eV: 0.53
SMILES string: C[C@H](CS)NC=O.O

natural (NBO) atomic charge list, values in e, 6 entries:
1. C -0.61
2. C -0.09
3. C -0.52
4. S -0.06
5. N -0.61
6. C 0.54



No. 4
Computed, not measured: 8 unconnected molecules or ions with the total composition C3H19O9S in a non-equilibrium geometry, with wB97M-V/def2-TZVPD.

Geometry (Å):
O  -0.94  0.04  0.17
C  -1.10  1.27  -0.12
O  -1.43  2.16  0.66
C  -0.75  1.66  -1.48
C  0.51  2.44  -1.64
S  1.36  2.20  -3.23
H  -1.65  2.30  -1.77
H  -0.82  0.73  -2.13
H  1.20  2.13  -0.82
H  0.32  3.50  -1.25
H  2.28  1.25  -2.69
H  0.82  -0.15  0.26
H  1.50  -0.69  -1.06
O  1.70  -0.45  -0.14
H  2.35  -2.60  1.78
H  2.20  -2.08  0.43
O  2.29  -2.92  0.92
H  1.88  1.41  2.46
H  3.05  0.92  1.67
O  2.84  1.50  2.42
H  -2.19  -2.94  -2.04
H  -0.76  -3.55  -1.53
O  -1.45  -3.67  -2.10
H  -0.28  0.65  2.33
H  -0.35  1.98  2.08
O  0.18  1.36  2.61
H  -1.44  -2.25  2.25
H  -1.97  -0.76  2.24
O  -1.95  -1.59  2.71
H  -1.92  -1.22  -0.47
H  -2.97  -0.88  -1.41
O  -2.51  -1.73  -1.10

## Properties
Maximum force in Eh/bohr: 0.114
Net charge: -1
Molecular weight in g mol⁻¹: 231.24
HOMO-LUMO gap in eV: 9.3993
HOMO energy in eV: -6.799
LUMO level in eV: 2.60

natural (NBO) atomic charge list, values in e, 6 entries:
1. O -0.87
2. C 0.79
3. O -0.73
4. C -0.54
5. C -0.55
6. S -0.06



No. 5
Computed, not measured: a molecular structure, C23H33IrN3O2 in a non-equilibrium geometry, with wB97M-V/def2-TZVPD.

Geometry (Å):
Ir  0.85  0.28  -0.17
N  2.84  0.62  -0.85
C  3.32  1.82  -0.16
C  2.29  2.92  -0.03
O  2.49  4.04  0.27
O  0.94  2.44  -0.29
H  3.48  -0.15  -0.65
H  2.86  0.75  -1.86
H  4.20  2.30  -0.61
H  3.60  1.54  0.86
C  0.40  2.38  2.21
C  -0.10  2.95  0.92
C  0.56  3.01  -1.62
C  -1.47  2.64  0.44
C  -2.25  3.77  0.19
C  -3.57  3.63  -0.18
C  -4.07  2.35  -0.36
C  -3.32  1.18  -0.18
C  -4.07  -0.09  -0.58
C  -3.31  -1.08  -1.46
C  -4.89  -0.70  0.57
C  -1.99  1.32  0.28
N  -1.10  0.27  0.48
C  -1.47  -0.90  0.99
C  -0.55  -1.94  0.94
C  -0.60  -3.28  1.33
C  0.60  -3.84  0.95
C  1.37  -2.83  0.33
N  0.67  -1.68  0.32
C  2.78  -2.96  -0.18
C  3.71  -2.16  0.75
C  3.24  -4.42  -0.15
C  2.84  -2.48  -1.64
H  1.43  2.67  2.42
H  0.29  1.30  2.26
H  -0.23  2.85  2.98
H  0.08  4.03  0.86
H  -0.39  2.54  -1.86
H  1.33  2.69  -2.31
H  0.50  4.09  -1.52
H  -1.82  4.75  0.32
H  -4.20  4.49  -0.35
H  -5.09  2.24  -0.70
H  -4.85  0.29  -1.25
H  -2.41  -1.50  -1.03
H  -3.03  -0.60  -2.40
H  -3.97  -1.92  -1.70
H  -4.32  -0.93  1.47
H  -5.37  -1.61  0.23
H  -5.67  0.00  0.87
H  -2.45  -1.06  1.42
H  -1.43  -3.77  1.83
H  0.90  -4.87  1.08
H  3.85  -2.70  1.68
H  3.27  -1.20  1.03
H  4.69  -2.02  0.30
H  3.23  -4.82  0.86
H  4.26  -4.49  -0.53
H  2.61  -5.05  -0.78
H  2.28  -1.55  -1.79
H  2.38  -3.22  -2.30
H  3.88  -2.35  -1.96

## Properties
Maximum force in Eh/bohr: 0.034
Net charge: +1
Molecular weight in g mol⁻¹: 575.75
HOMO-LUMO gap in eV: 6.2977
HOMO energy in eV: -9.772
LUMO level in eV: -3.47

natural (NBO) atomic charge list, values in e, 6 entries:
1. Ir 0.20
2. N -0.78
3. C -0.36
4. C 0.84
5. O -0.45
6. O -0.47



No. 6
Computed, not measured: 2 unconnected molecules or ions with the total composition C2H2NO3S in a non-equilibrium geometry, with wB97M-V/def2-TZVPD.

Geometry (Å):
C  0.90  1.42  1.15
C  0.00  0.47  0.66
N  0.36  -1.05  -1.64
O  -0.05  1.83  0.32
O  1.94  1.74  1.63
O  -1.81  -2.26  -1.03
S  -0.70  -2.05  -2.01
H  0.33  -0.21  -0.18
H  -0.95  0.10  1.10

## Properties
Maximum force in Eh/bohr: 0.094
Net charge: -1
Molecular weight in g mol⁻¹: 120.11
HOMO-LUMO gap in eV: 7.6949
HOMO energy in eV: -3.894
LUMO level in eV: 3.80

natural (NBO) atomic charge list, values in e, 6 entries:
1. C 0.77
2. C -0.26
3. N -1.05
4. O -0.49
5. O -0.58
6. O -1.03